DFT (the ωB97M-V functional and the def2-TZVPD basis) results for an isolated molecule of C6H6O.

Geometry as XYZ:
```
13
Properties=species:S:1:pos:R:3:forces:R:3:lowdin_charge:R:1
O -0.237554 -1.148123 1.949933 -0.013 0.190 0.063 -0.016
C 0.513868 -1.072261 0.794698 0.196 -0.123 -0.031 -0.328
C -0.643234 -0.524866 -0.569368 -0.164 -0.208 -0.096 -0.020
C -0.060500 0.857501 -0.702257 -0.207 0.192 -0.157 -0.366
C -0.979413 1.369465 -1.396633 0.251 -0.080 0.149 0.247
C 1.536215 -0.074236 0.744995 -0.254 0.115 -0.174 -0.030
C 1.285795 0.990739 0.007157 0.056 0.004 0.026 -0.088
H -0.224246 -0.265018 2.347896 -0.001 -0.180 0.048 0.110
H 0.748764 -2.089937 0.472332 -0.023 0.170 -0.035 0.133
H -1.623911 -0.652083 -0.115499 0.149 0.076 -0.024 0.099
H -0.482998 -1.167511 -1.437487 -0.029 0.119 0.144 0.102
H -1.736573 1.900740 -1.938536 0.124 -0.123 0.040 0.071
H 1.869808 1.888023 -0.163656 -0.085 -0.151 0.047 0.086
```
Forces are in eV/Å.

Calculated values
LUMO energy: -0.594 eV
ΔE to the lowest compared entry with this formula, charge and spin: 657.1 kJ/mol
Multiplicity: 1
HOMO-LUMO gap: 7.25 eV

---

DFT (the ωB97M-V functional and the def2-TZVPD basis) results for an isolated molecule of C6H6O.

Geometry as XYZ:
```
13
Properties=species:S:1:pos:R:3:forces:R:3:lowdin_charge:R:1
O 1.587497 -0.856966 1.764964 0.169 -0.092 -0.140 0.006
C 0.258847 -0.897483 1.460383 -0.325 -0.171 -0.113 -0.216
C -0.423897 1.992519 0.072584 -0.019 -0.045 -0.194 0.011
C -0.311899 1.144154 -0.911414 -0.092 -0.044 0.115 -0.116
C -0.283556 0.070535 -1.662004 -0.047 0.224 0.124 -0.105
C -0.221227 -1.335281 0.316161 0.172 0.158 -0.053 -0.032
C -0.453056 -1.249122 -0.975985 0.013 -0.088 0.210 -0.106
H 2.068260 -1.013766 0.938781 0.041 -0.036 0.222 0.110
H -0.354473 -0.553037 2.288990 0.019 -0.131 -0.157 0.121
H 0.432877 2.300695 0.668907 -0.078 -0.009 -0.175 0.068
H -1.401558 2.375457 0.353100 0.117 0.110 -0.098 0.066
H -0.119239 0.099673 -2.736695 -0.106 0.010 0.186 0.099
H -0.786767 -2.095480 -1.574113 0.135 0.115 0.072 0.094
```
Forces are in eV/Å.

Calculated values
LUMO energy: 0.779 eV
ΔE to the lowest compared entry with this formula, charge and spin: 365.9 kJ/mol
Multiplicity: 1
HOMO-LUMO gap: 9.56 eV

---

DFT (the ωB97M-V functional and the def2-TZVPD basis) results for an isolated molecule of C6H6O.

Geometry as XYZ:
```
13
Properties=species:S:1:pos:R:3:forces:R:3:lowdin_charge:R:1
C -0.840506 0.075950 2.888928 0.027 0.051 -0.397 0.130
C -0.708376 0.195812 1.696477 -0.008 -0.110 0.440 -0.105
C -0.500616 0.273382 0.274938 -0.086 0.105 -0.182 -0.278
C 0.677812 -0.499094 -0.261513 -0.058 -0.100 0.184 -0.263
C 1.722071 0.104277 -1.106210 0.263 0.186 -0.031 -0.099
O 0.690539 -0.692197 -1.664251 -0.114 -0.030 -0.149 -0.046
C -1.329141 0.931867 -0.543607 0.129 -0.210 0.144 0.098
H -0.977226 -0.027144 3.944406 0.038 0.043 -0.241 0.029
H 0.945445 -1.385095 0.321911 -0.094 0.236 -0.122 0.149
H 1.679291 1.172136 -1.333804 -0.109 -0.239 0.077 0.119
H 2.714256 -0.346628 -1.168706 -0.184 0.109 0.175 0.112
H -2.233752 1.418469 -0.183299 0.342 -0.028 -0.032 0.079
H -1.110718 0.937047 -1.607749 -0.147 -0.012 0.134 0.076
```
Forces are in eV/Å.

Calculated values
Structure (SMILES): C#CC(=C)[C@@H]1CO1
LUMO energy: 0.868 eV
ΔE to the lowest compared entry with this formula, charge and spin: 344.1 kJ/mol
Multiplicity: 1
HOMO-LUMO gap: 10.13 eV

---

DFT (the ωB97M-V functional and the def2-TZVPD basis) results for a cluster of 2 separate species, C6H6O in total.

Geometry as XYZ:
```
13
Properties=species:S:1:pos:R:3:forces:R:3:lowdin_charge:R:1
C 2.770051 0.566191 -0.152667 -0.408 0.061 0.069 0.126
C 1.588278 0.693581 0.052298 0.388 -0.068 -0.028 -0.087
C 0.213750 0.872277 0.289431 -0.129 -0.056 0.196 -0.255
C -1.017429 1.646404 -0.104911 -0.139 0.244 -0.180 -0.091
C -0.877274 0.574349 0.926770 0.281 -0.018 -0.028 0.004
O -1.683744 -2.343915 0.167877 0.464 -0.024 -0.271 -0.018
C -0.616582 -2.225152 -0.378915 -0.269 -0.049 0.123 -0.155
H 3.820729 0.470357 -0.319075 -0.201 -0.005 0.010 0.029
H -1.512930 1.425982 -1.054613 0.099 -0.004 0.151 0.083
H -1.112498 2.688323 0.210078 0.022 -0.159 -0.037 0.083
H -1.387895 -0.037231 1.654256 0.095 0.118 -0.101 0.107
H 0.303692 -2.699911 0.014383 -0.119 0.028 0.008 0.088
H -0.488151 -1.631261 -1.304908 -0.083 -0.068 0.088 0.086
```
Forces are in eV/Å.

Calculated values
Structure (SMILES): C#CC1=CC1.C=O
LUMO energy: 0.655 eV
ΔE to the lowest compared entry with this formula, charge and spin: 503.5 kJ/mol
Multiplicity: 1
HOMO-LUMO gap: 9.85 eV

---

DFT (the ωB97M-V functional and the def2-TZVPD basis) results for a structure of composition C6H6O.

Geometry as XYZ:
```
13
Properties=species:S:1:pos:R:3:forces:R:3:lowdin_charge:R:1
C -2.216731 0.033850 -1.837176 0.294 -0.063 0.258 0.118
C -1.318127 -0.103656 -1.041852 -0.252 0.105 -0.236 -0.093
C -0.256973 -0.291720 -0.141393 -0.136 -0.058 0.089 -0.299
C 0.527589 -1.354232 0.543797 0.154 -0.151 0.043 -0.034
C 0.085773 -0.081612 1.167749 -0.400 -0.236 -0.068 -0.036
O 1.619468 1.112608 1.298419 0.086 0.058 -0.102 -0.117
C 1.134145 1.193403 0.105436 0.108 0.232 -0.191 -0.184
H -3.030831 0.126280 -2.521757 0.168 0.026 0.115 0.023
H 1.582138 -1.504815 0.304239 -0.144 0.054 0.051 0.111
H 0.013358 -2.242673 0.916136 0.077 0.138 -0.007 0.113
H -0.308469 0.260302 2.113893 0.086 0.003 -0.161 0.153
H 0.413872 1.985083 -0.159581 0.077 -0.128 0.119 0.120
H 1.754787 0.867183 -0.747911 -0.119 0.021 0.092 0.125
```
Forces are in eV/Å.

Calculated values
LUMO energy: 0.520 eV
ΔE to the lowest compared entry with this formula, charge and spin: 709.7 kJ/mol
Multiplicity: 1
HOMO-LUMO gap: 8.59 eV

---

DFT (the ωB97M-V functional and the def2-TZVPD basis) results for an isolated molecule of C6H6O.

Geometry as XYZ:
```
13
Properties=species:S:1:pos:R:3:forces:R:3:lowdin_charge:R:1
O -0.193807 -1.025248 2.071320 -0.480 0.242 -0.451 -0.028
C 0.402220 -1.111573 0.790026 -0.255 0.145 -0.827 -0.343
C -0.547034 -0.792970 -0.543745 0.138 -0.241 0.504 -0.111
C -0.685235 0.639461 -0.870166 -1.165 -0.030 -0.197 -0.209
C -1.212894 1.642257 -1.282239 0.192 -0.283 0.138 0.116
C 1.414820 -0.076795 0.593474 -0.017 0.508 -0.436 -0.098
C 1.713099 0.968753 0.069246 1.016 -0.301 0.705 0.118
H -0.378752 -0.097707 2.274185 0.024 -0.127 -0.121 0.100
H 0.853216 -2.117795 0.812329 -0.483 0.320 -0.654 0.143
H -1.602607 -1.099914 -0.487056 0.441 -0.487 0.579 0.116
H -0.164835 -1.260452 -1.473109 0.267 -0.114 0.796 0.123
H -1.758208 2.479286 -1.652566 0.287 0.109 0.067 0.028
H 2.160018 1.852699 -0.301704 0.035 0.259 -0.102 0.044
```
Forces are in eV/Å.

Calculated values
Structure (SMILES): C#CC[C@H](O)C#C
LUMO energy: 0.869 eV
ΔE to the lowest compared entry with this formula, charge and spin: 475.0 kJ/mol
Multiplicity: 1
HOMO-LUMO gap: 10.49 eV

---

DFT (the ωB97M-V functional and the def2-TZVPD basis) results for an isolated molecule of C6H6O.

Geometry as XYZ:
```
13
Properties=species:S:1:pos:R:3:forces:R:3:lowdin_charge:R:1
O -0.236788 -1.123730 1.957509 -0.016 0.192 0.052 -0.014
C 0.524056 -1.080804 0.808904 0.205 -0.121 -0.023 -0.322
C -0.635500 -0.539573 -0.588158 -0.163 -0.184 -0.111 -0.017
C -0.066813 0.846950 -0.695980 -0.201 0.190 -0.148 -0.375
C -0.992210 1.376414 -1.369086 0.258 -0.086 0.134 0.244
C 1.541235 -0.084710 0.733607 -0.260 0.111 -0.165 -0.028
C 1.288909 0.981026 0.000002 0.056 0.001 0.030 -0.085
H -0.243595 -0.224999 2.319717 0.006 -0.188 0.059 0.111
H 0.748858 -2.106293 0.506471 -0.023 0.174 -0.051 0.132
H -1.618096 -0.692364 -0.146966 0.153 0.094 -0.009 0.097
H -0.445438 -1.173563 -1.457179 -0.048 0.124 0.141 0.101
H -1.736564 1.943967 -1.892255 0.115 -0.158 0.029 0.070
H 1.871943 1.877673 -0.176581 -0.082 -0.151 0.063 0.087
```
Forces are in eV/Å.

Calculated values
LUMO energy: -0.570 eV
ΔE to the lowest compared entry with this formula, charge and spin: 658.5 kJ/mol
Multiplicity: 1
HOMO-LUMO gap: 7.29 eV

---

DFT (the ωB97M-V functional and the def2-TZVPD basis) results for a structure of composition C6H6O.

Geometry as XYZ:
```
13
Properties=species:S:1:pos:R:3:forces:R:3:lowdin_charge:R:1
C -0.255771 0.273608 2.710867 0.129 -0.040 -0.505 0.123
C -0.110862 0.138339 1.518492 0.021 0.084 0.227 -0.074
C -0.106592 -0.027258 0.094715 -1.021 -0.023 0.094 -0.356
C -0.108625 -1.348205 -0.576747 -0.236 -0.263 0.150 -0.031
C 1.006070 -0.473290 -1.004915 -0.268 0.554 1.363 -0.155
O 0.528650 0.485659 -1.922225 0.071 0.102 0.082 -0.073
C -0.348106 1.058431 -0.939136 -0.541 0.372 0.068 -0.118
H -0.398161 0.390241 3.765418 0.098 -0.027 -0.287 0.026
H -0.921734 -1.495544 -1.280114 0.361 -0.246 -0.242 0.127
H 0.168226 -2.203190 0.026097 -0.170 0.089 0.128 0.124
H 1.719566 -0.139183 -0.263433 1.806 -0.741 -0.928 0.150
H 0.056663 2.034012 -0.652247 -0.205 -0.118 0.164 0.133
H -1.389273 1.135865 -1.254634 -0.046 0.259 -0.315 0.122
```
Forces are in eV/Å.

Calculated values
LUMO energy: 1.021 eV
ΔE to the lowest compared entry with this formula, charge and spin: 499.0 kJ/mol
Multiplicity: 1
HOMO-LUMO gap: 9.58 eV